Record 1
Below is a 2-piece molecular cluster, C3H2BrO3S overall, with properties calculated with ωB97M-V/def2-TZVPD.

The geometry in XYZ format:
```
10
Properties=species:S:1:pos:R:3:forces:R:3:mulliken_charge:R:1
C 1.016180 -0.521399 0.155811 1.6 -0.5 -0.1 -0.36
C -0.228820 -0.503172 -0.124516 -1.5 0.0 -0.4 0.26
C -1.528433 -0.370760 -0.451779 1.7 -0.1 0.1 -0.78
O 3.735900 -1.430633 1.396214 -0.4 0.4 -0.7 -0.50
O 3.768450 -2.240294 -0.929181 -0.3 0.7 0.4 -0.48
O 4.183617 0.151564 -0.447926 -0.7 -0.5 0.2 -0.49
S 3.630896 -1.118767 -0.018517 -0.3 -0.5 -0.2 0.98
Br -2.936683 -1.581815 0.039141 0.3 0.0 0.0 -0.23
H 1.464590 -0.117473 1.039426 -0.3 0.4 0.5 0.28
H -1.886354 0.429568 -1.079534 -0.1 0.0 0.1 0.34
```
Forces are in eV/Å.

ΔE to the lowest compared entry with this formula, charge and spin ... 167.5 kJ/mol
Kohn-Sham gap (spin up / spin down) ... 0.2524 / 0.2527 Eh
Lowest unoccupied orbital energy (spin up / spin down) ... 2.84 / 2.84 eV
Spin multiplicity ... 1
HOMO energy (spin up / spin down) ... -4.032 / -4.036 eV
M ... 198.02 g/mol
Net charge ... -1
F_max ... 0.03295 hartree/bohr

***

Record 2
Below is a 2-piece molecular cluster, C3H2Cl3N overall, with properties calculated with ωB97M-V/def2-TZVPD.

The geometry in XYZ format:
```
9
Properties=species:S:1:pos:R:3:forces:R:3:mulliken_charge:R:1
C 0.011016 -1.527173 0.208145 -1.7 -5.4 3.9 0.66
C 0.224936 -0.511652 -0.584131 5.4 6.3 -3.7 -0.88
C 2.231755 -0.147788 -0.127388 -3.2 0.4 -0.8 0.21
N -0.120514 -2.416620 0.948695 0.2 1.1 -0.9 -0.40
Cl 2.535523 1.390607 -0.934246 0.2 -0.3 -0.3 -0.13
Cl 3.098136 -1.490643 -0.740643 0.4 -0.1 0.0 -0.07
Cl 2.268500 0.101808 1.568236 0.2 -0.4 0.6 -0.08
H 0.010084 0.535819 -0.383319 -0.9 -0.4 0.8 0.35
H 0.452734 -0.487275 -1.665336 -0.6 -1.2 0.5 0.34
```
Forces are in eV/Å.

ΔE to the lowest compared entry with this formula, charge and spin ... 184.4 kJ/mol
Kohn-Sham gap ... 0.3395 Eh
Lowest unoccupied orbital energy ... -0.58 eV
Spin multiplicity ... 1
HOMO energy ... -9.814 eV
M ... 158.42 g/mol
F_max ... 0.17779 hartree/bohr

***

Record 3
Below is a 2-piece molecular cluster, C3H2Cl4 overall, with properties calculated with ωB97M-V/def2-TZVPD.

The geometry in XYZ format:
```
9
Properties=species:S:1:pos:R:3:forces:R:3:mulliken_charge:R:1
C -0.761113 0.586636 -0.046878 2.5 -1.1 0.0 -0.47
C -1.520545 -0.450245 -0.002772 -1.5 0.4 -0.3 0.02
C 1.763407 0.035279 -0.079219 -1.9 0.5 0.7 0.22
Cl -3.229211 -0.140247 0.226166 -1.2 0.5 0.4 -0.21
Cl 1.830260 -1.442955 -0.927468 0.2 0.1 -0.3 -0.09
Cl 2.488219 1.444216 -0.748731 0.0 -0.4 -0.1 -0.10
Cl 1.965638 -0.151149 1.631912 0.2 0.1 -0.2 -0.08
H -0.960180 1.599497 0.170153 0.1 0.9 0.1 0.34
H -1.576471 -1.481028 -0.223167 1.6 -0.9 -0.2 0.37
```
Forces are in eV/Å.

ΔE to the lowest compared entry with this formula, charge and spin ... 327.5 kJ/mol
Kohn-Sham gap (spin up / spin down) ... 0.2938 / 0.3115 Eh
Lowest unoccupied orbital energy (spin up / spin down) ... -0.90 / -0.91 eV
Spin multiplicity ... 1
HOMO energy (spin up / spin down) ... -8.896 / -9.389 eV
M ... 179.86 g/mol
F_max ... 0.05254 hartree/bohr

***

Record 4
Below is a 2-piece molecular cluster, C3H2ClF2N overall, with properties calculated with ωB97M-V/def2-TZVPD.

The geometry in XYZ format:
```
9
Properties=species:S:1:pos:R:3:forces:R:3:mulliken_charge:R:1
N 1.407370 -1.276795 1.728908 0.9 -0.6 0.6 -0.33
C 0.597136 -0.564951 1.363513 -1.1 -0.2 -0.7 0.21
C -0.432797 0.205080 0.748994 -1.4 -0.8 -0.1 0.36
F -0.135359 1.474797 0.689062 0.3 1.9 -0.4 -0.23
C -1.621141 -0.222074 0.288569 2.6 -1.5 1.6 -0.26
F -1.979492 -1.487991 0.416212 0.3 -1.1 0.3 -0.21
H -2.376667 0.237438 -0.206699 -1.6 2.4 -1.3 0.47
Cl 2.471097 0.627305 -1.920735 -0.3 0.2 -0.8 -0.25
H 2.069853 1.007191 -3.107823 0.3 -0.3 0.8 0.25
```
Forces are in eV/Å.

ΔE to the lowest compared entry with this formula, charge and spin ... 32.4 kJ/mol
Kohn-Sham gap ... 0.3919 Eh
Lowest unoccupied orbital energy ... 0.34 eV
SMILES ... N#C/C(F)=C\F.Cl
Spin multiplicity ... 1
HOMO energy ... -10.322 eV
M ... 125.51 g/mol
F_max ... 0.06620 hartree/bohr

***

Record 5
Below is a 2-piece molecular cluster, C3H2ClF2N overall, with properties calculated with ωB97M-V/def2-TZVPD.

The geometry in XYZ format:
```
9
Properties=species:S:1:pos:R:3:forces:R:3:mulliken_charge:R:1
F -0.828438 -2.155323 0.136736 -0.3 0.0 0.1 -0.23
C 0.409705 -1.694010 -0.029745 0.3 0.3 0.2 -0.09
C 0.854328 -0.638998 0.636444 -0.1 -0.3 0.1 0.35
F 2.102768 -0.205438 0.471138 -0.1 0.0 -0.1 -0.23
Cl -0.033721 0.250135 1.799915 0.1 -0.3 0.0 -0.15
H 1.001389 -2.251131 -0.738674 0.1 0.1 0.0 0.34
C -1.170100 2.253865 -0.728110 -0.5 0.4 -0.1 0.07
N -0.486751 1.404894 -1.057133 0.5 -0.4 -0.3 -0.33
H -1.849181 3.036007 -0.490571 0.0 0.1 0.2 0.27
```
Forces are in eV/Å.

ΔE to the lowest compared entry with this formula, charge and spin ... 45.7 kJ/mol
Kohn-Sham gap ... 0.3746 Eh
Lowest unoccupied orbital energy ... 0.77 eV
SMILES ... F/C=C(/F)Cl.C#N
Spin multiplicity ... 1
HOMO energy ... -9.424 eV
M ... 125.51 g/mol
F_max ... 0.01310 hartree/bohr

***

Record 6
Below is C3H2ClF3 as an isolated structure, with properties calculated with ωB97M-V/def2-TZVPD.

The geometry in XYZ format:
```
9
Properties=species:S:1:pos:R:3:forces:R:3:lowdin_spin:R:1
C -0.700449 -1.341467 -0.262987 -1.0 -3.9 -0.6 0.10
C -0.730408 -0.053731 -0.185553 -4.0 -1.4 -1.9 0.66
C 0.925382 1.015007 0.320457 5.2 3.0 2.1 0.62
F -1.832603 0.674612 -0.282960 -0.1 0.1 0.1 0.16
F 1.367508 0.419015 1.438965 -0.7 0.6 -0.1 0.10
F 0.485935 2.262753 0.542636 -0.2 -0.9 0.4 0.11
Cl 2.153050 1.017244 -0.872443 0.3 -0.2 -0.8 0.20
H -1.738086 -1.811992 -0.386655 1.1 0.6 0.5 0.04
H 0.069672 -2.181439 -0.311462 -0.6 2.1 0.2 0.00
```
Forces are in eV/Å.

ΔE to the lowest compared entry with this formula, charge and spin ... 331.9 kJ/mol
Kohn-Sham gap (spin up / spin down) ... 0.2566 / 0.2577 Eh
Lowest unoccupied orbital energy (spin up / spin down) ... 0.86 / -3.44 eV
Spin multiplicity ... 3
HOMO energy (spin up / spin down) ... -6.126 / -10.455 eV
M ... 130.50 g/mol
<S²> ... 2.008
F_max ... 0.12303 hartree/bohr